No. 1
78
Properties=species:S:1:pos:R:3:forces:R:3 method="wB97M-V/def2-TZVPD" multiplicity=2 s2=0.82 e_tot_ev=-218313.589 e_lumo_ev="-3.340 / -3.340" homo_ev="-7.21 / -6.59" e_above_lowest_kcal_mol=0.0 charge=+1 homo_lumo_gap_ha="0.1424 / 0.1194" largest_force_ev_per_a=7.0 molar_mass_g_mol=782.4
V 1.353 1.949 1.679 1.79 1.63 1.78
C -0.136 -0.983 -5.408 -0.17 0.20 0.15
C -0.905 0.076 -4.614 0.03 -0.33 -0.57
N -0.442 0.172 -3.241 0.23 0.40 0.20
C 0.502 1.117 -2.942 -0.14 -0.17 0.41
C 0.978 1.332 -1.690 0.06 0.16 0.39
C 2.014 2.422 -1.437 0.19 0.22 0.26
O 2.693 2.812 -2.376 -0.08 -0.10 -0.57
O 2.082 2.856 -0.245 -0.16 -0.27 0.63
C 0.499 0.542 -0.600 0.49 0.52 -0.03
O 0.908 0.707 0.602 -2.21 -4.68 -4.67
C -0.499 -0.440 -0.908 -0.26 -0.69 0.12
C -1.071 -1.196 0.125 -0.11 -0.09 -0.31
C -2.003 -2.164 -0.162 0.24 0.12 0.39
F -2.568 -2.849 0.877 0.08 0.13 -0.36
C -2.356 -2.469 -1.471 0.33 0.42 -0.48
C -1.827 -1.679 -2.500 -0.33 -0.31 0.39
C -0.931 -0.644 -2.246 0.05 0.12 0.49
N -3.164 -3.574 -1.833 -0.10 0.13 0.22
C -3.199 -4.713 -0.950 0.06 -0.28 -0.17
C -3.520 -5.944 -1.791 0.74 0.02 0.62
N -4.841 -5.730 -2.439 -0.30 -0.31 -0.05
C -4.829 -4.511 -3.294 -0.10 0.88 -0.33
C -4.453 -3.312 -2.425 -0.03 -0.16 -0.20
H -0.532 -1.058 -6.419 0.00 0.00 -0.05
H -0.208 -1.959 -4.931 0.03 -0.08 0.01
H 0.914 -0.705 -5.467 0.08 -0.04 -0.02
H -1.978 -0.135 -4.619 0.09 0.12 0.04
H -0.761 1.050 -5.086 -0.10 -0.08 0.15
H 0.862 1.722 -3.761 0.11 0.02 -0.07
H -0.795 -0.992 1.149 0.07 0.07 0.09
H -2.125 -1.917 -3.506 0.07 -0.09 -0.18
H -3.943 -4.615 -0.142 0.08 0.00 -0.01
H -2.218 -4.842 -0.493 -0.12 -0.10 0.02
H -3.556 -6.841 -1.174 -0.17 -0.03 -0.08
H -2.764 -6.068 -2.567 -0.18 -0.03 -0.07
H -5.536 -5.588 -1.694 0.02 -0.22 -0.23
H -5.109 -6.553 -2.990 -0.06 0.17 0.19
H -5.810 -4.382 -3.752 -0.01 -0.14 0.09
H -4.080 -4.648 -4.074 -0.04 -0.14 0.08
H -5.240 -3.144 -1.667 0.04 0.05 -0.03
H -4.394 -2.421 -3.050 -0.10 -0.09 0.02
N 1.101 -0.513 3.178 0.24 0.08 0.10
N -0.052 -0.673 3.948 0.10 -0.28 0.67
C -1.071 0.217 3.858 -0.15 0.00 -0.29
N -2.072 0.041 4.744 0.12 -0.13 0.13
S -1.204 1.430 2.729 -0.22 0.13 -0.32
H 1.528 -1.414 2.987 -0.22 0.22 0.05
H 1.761 0.139 3.611 -0.19 -0.19 0.14
H 0.047 -1.137 4.853 0.05 0.21 -0.34
H -2.074 -0.701 5.422 -0.03 -0.01 0.03
H -2.871 0.643 4.659 0.05 0.00 0.09
Br -0.887 3.636 -0.126 -0.20 0.32 -0.02
C 0.253 4.559 1.070 -0.23 0.39 -0.27
C 0.353 5.933 1.047 -0.07 -0.19 0.03
C 1.161 6.547 2.000 0.02 -0.40 0.23
C 1.754 5.762 2.981 -0.04 0.09 -0.13
C 1.594 4.388 2.914 0.04 -0.03 0.47
N 0.900 3.787 1.932 -0.54 2.23 -0.17
C 2.026 3.372 3.938 0.29 0.60 0.90
O 2.614 3.677 4.962 0.05 0.34 -0.02
O 1.663 2.189 3.603 0.21 -0.37 0.66
H -0.191 6.500 0.309 -0.03 0.05 -0.08
H 1.287 7.617 1.996 0.00 0.12 0.01
H 2.318 6.191 3.795 0.08 -0.06 0.03
C 4.927 2.217 0.323 0.03 -0.03 -0.02
As 3.851 1.454 1.755 1.31 -0.23 0.14
C 4.922 2.140 3.256 -0.10 -0.08 0.00
C 4.554 -0.403 1.754 -0.19 0.25 -0.12
H 5.992 2.044 0.499 -0.11 -0.04 0.06
H 4.724 3.288 0.297 0.00 -0.08 -0.04
H 4.640 1.805 -0.642 -0.03 0.03 -0.01
H 5.949 1.779 3.173 -0.09 0.02 -0.11
H 4.508 1.823 4.212 -0.09 0.03 -0.04
H 4.926 3.232 3.245 -0.05 -0.10 -0.04
H 5.640 -0.390 1.634 -0.14 0.06 0.02
H 4.109 -0.954 0.922 0.04 0.01 0.08
H 4.312 -0.906 2.693 -0.03 0.06 -0.05

No. 2
82
Properties=species:S:1:pos:R:3:forces:R:3 method="wB97M-V/def2-TZVPD" multiplicity=1 e_tot_ev=-79483.488 e_lumo_ev=-1.480 homo_ev=-7.46 e_above_lowest_kcal_mol=20.1 charge=0 homo_lumo_gap_ha=0.2197 largest_force_ev_per_a=3.5 molar_mass_g_mol=882.7
Pb -0.854 -3.282 -1.098 -0.06 0.42 -0.35
C 4.953 0.686 2.010 0.02 0.43 -1.30
C 3.497 1.090 2.178 -1.07 0.49 0.03
N 2.623 0.462 1.160 0.02 -0.27 0.11
C 2.181 -0.771 1.385 -0.11 -0.97 1.07
C 1.716 -1.690 0.468 0.67 1.28 1.50
C 1.387 -3.018 1.112 -1.63 -0.89 -1.04
O 1.756 -3.249 2.250 0.17 0.00 -0.25
O 0.615 -3.820 0.405 1.38 0.43 1.09
C 1.703 -1.257 -0.871 -0.70 -2.08 -2.63
O 1.288 -1.971 -1.848 0.47 0.98 1.26
C 2.249 0.062 -1.163 -0.29 -0.10 -0.89
C 2.444 0.489 -2.513 0.16 -0.64 -0.16
C 2.914 1.724 -2.774 0.37 2.09 0.78
F 3.175 2.184 -4.042 -0.25 -0.47 0.56
C 3.109 2.710 -1.713 -0.98 -2.43 -0.26
C 2.952 2.235 -0.434 -0.20 -0.16 -0.68
C 2.567 0.912 -0.142 1.24 0.82 0.02
N 3.223 4.081 -1.951 -0.17 0.30 0.12
C 1.986 4.850 -2.137 -0.35 -1.47 -0.69
C 2.156 6.164 -1.511 -0.81 2.33 0.93
N 3.450 6.826 -1.981 -0.86 -0.87 -0.06
C 4.659 5.985 -1.927 2.16 -0.76 0.01
C 4.377 4.594 -2.620 0.37 1.32 0.43
H 5.500 1.141 2.863 0.09 -0.59 -0.76
H 5.334 1.042 0.989 -0.30 -0.15 1.55
H 5.017 -0.415 1.935 0.18 0.47 0.58
H 3.306 2.163 2.110 0.39 -0.07 0.10
H 3.105 0.842 3.175 0.07 -0.28 -0.42
H 2.213 -1.116 2.427 0.17 0.20 -0.45
H 2.309 -0.200 -3.344 -0.24 -0.02 0.33
H 2.969 2.877 0.400 0.23 1.05 0.54
H 1.179 4.367 -1.537 0.41 0.04 -0.72
H 1.702 4.954 -3.229 0.14 -0.28 0.92
H 2.245 6.067 -0.424 0.20 -0.12 -0.19
H 1.294 6.912 -1.663 1.35 -1.15 -0.17
H 3.557 7.662 -1.486 0.52 1.43 1.78
H 3.363 7.223 -2.878 -0.52 -0.12 -2.05
H 4.921 5.898 -0.866 -0.25 -0.42 -0.22
H 5.527 6.544 -2.375 -1.03 -0.40 0.06
H 5.259 3.897 -2.600 -0.91 0.82 0.29
H 4.169 4.831 -3.667 0.05 -0.16 -0.40
F -0.050 1.429 1.308 -0.57 -0.05 -0.02
B -0.084 2.742 1.756 0.32 1.58 -0.51
F -1.349 3.292 2.066 0.04 -0.84 -0.39
F 0.427 3.594 0.642 0.01 -0.51 0.58
F 0.738 2.884 2.868 0.37 -0.03 -0.05
N -3.472 2.424 -0.140 0.05 1.06 -0.10
C -3.620 1.108 -0.412 0.31 -0.63 -0.04
C -2.898 0.134 0.350 0.30 0.72 0.20
N -3.008 -1.133 0.032 0.93 0.15 -0.51
C -3.722 -1.462 -1.055 -1.22 -0.08 0.04
C -4.562 -0.559 -1.702 2.61 1.42 1.75
N -4.441 0.761 -1.415 -0.23 -0.39 0.69
H -2.717 2.794 0.455 -0.65 -0.43 -0.42
H -3.965 3.044 -0.782 0.44 -0.22 0.48
H -2.133 0.456 1.121 -1.26 -0.48 -0.75
H -3.605 -2.472 -1.398 -0.46 -0.42 -0.06
H -5.197 -0.779 -2.497 -0.89 -0.66 -1.18
S -1.141 -5.683 -2.381 0.54 -0.29 -0.14
C -2.410 -4.813 -3.015 1.84 -1.65 0.71
N -3.277 -4.146 -3.330 -2.26 1.71 -0.95
C -4.306 -3.530 3.046 0.43 1.03 0.31
N -3.040 -3.970 2.494 0.33 0.80 0.94
C -1.873 -3.053 2.681 0.08 -1.22 0.07
C -3.016 -4.679 1.370 -0.06 0.35 -3.03
O -2.176 -4.411 0.495 0.51 -0.40 -0.05
N -4.000 -5.560 1.030 0.69 -0.70 0.16
C -4.120 -6.071 -0.345 0.02 2.22 -0.42
C -4.576 -6.331 2.080 -2.13 0.06 -0.40
H -4.467 -3.930 4.029 -0.28 -0.38 0.56
H -5.159 -3.717 2.412 -0.09 -0.27 -0.29
H -4.217 -2.448 3.168 -0.26 0.00 -0.05
H -2.071 -2.400 3.521 -0.11 0.07 0.10
H -1.648 -2.486 1.778 -0.31 0.11 0.11
H -1.001 -3.678 2.910 -0.10 0.30 -0.06
H -4.018 -5.195 -1.035 -0.03 -0.87 0.54
H -5.102 -6.463 -0.504 -0.86 -0.12 0.28
H -3.450 -6.831 -0.693 0.91 -0.37 0.40
H -4.235 -5.958 3.016 0.22 -0.14 0.78
H -4.470 -7.399 1.991 0.74 -0.47 -0.10
H -5.666 -6.193 2.014 -0.04 0.01 0.43

No. 3
80
Properties=species:S:1:pos:R:3:forces:R:3 method="wB97M-V/def2-TZVPD" multiplicity=1 e_tot_ev=-216737.938 e_lumo_ev=3.767 homo_ev=-2.64 e_above_lowest_kcal_mol=60.3 charge=-2 homo_lumo_gap_ha=0.2355 largest_force_ev_per_a=3.7 molar_mass_g_mol=948.3
Cs -0.747 -1.500 -0.866 0.50 1.96 -0.58
O -0.579 -3.909 -0.685 -0.13 -2.64 0.38
S -1.006 -4.410 0.617 -0.63 -0.74 0.12
O -1.926 -5.533 0.532 -0.02 -0.09 -0.01
O -1.480 -3.376 1.533 -0.02 -0.03 -0.15
C 0.470 -5.136 1.345 0.28 -0.01 -0.06
C 0.332 -6.388 1.942 0.01 0.15 -0.03
C 1.433 -7.037 2.476 0.05 0.02 0.01
C 2.690 -6.446 2.407 -0.04 -0.07 0.02
C 2.838 -5.207 1.807 -0.09 0.05 -0.02
C 1.735 -4.549 1.273 -0.31 -0.11 0.04
S 2.027 -2.947 0.530 0.75 0.03 0.23
O 2.301 -3.189 -0.881 -0.21 0.00 0.01
O 3.201 -2.452 1.237 0.06 0.02 0.05
O 0.823 -2.165 0.780 2.69 -1.10 2.23
H -0.655 -6.833 1.953 0.05 0.00 0.02
H 1.315 -8.009 2.943 -0.01 0.00 -0.01
H 3.553 -6.953 2.824 0.00 0.01 -0.01
H 3.800 -4.715 1.750 -0.02 -0.02 0.02
C -7.542 3.230 -3.699 0.11 0.01 0.02
C -6.200 2.594 -3.422 -0.03 0.01 -0.02
C -5.918 2.019 -2.186 0.03 -0.02 0.02
C -4.688 1.427 -1.939 0.06 0.05 -0.04
C -3.710 1.415 -2.925 -0.13 0.01 -0.05
C -3.978 1.984 -4.163 0.02 0.05 0.09
C -5.214 2.569 -4.405 0.01 -0.01 0.03
S -2.166 0.552 -2.640 -0.56 0.61 -0.49
O -1.453 0.640 -3.902 -0.05 -0.03 -0.01
O -1.501 1.227 -1.528 -0.37 0.37 -0.26
O -2.589 -0.799 -2.289 -2.20 0.96 -1.75
H -8.246 3.028 -2.891 0.01 0.00 -0.02
H -7.970 2.852 -4.629 -0.01 0.00 0.01
H -7.447 4.314 -3.799 -0.02 -0.02 0.01
H -6.676 2.024 -1.408 0.03 -0.01 -0.04
H -4.483 0.955 -0.984 -0.04 0.02 -0.07
H -3.207 1.950 -4.924 -0.06 -0.01 0.03
H -5.424 3.005 -5.378 0.03 -0.02 0.03
N 1.452 0.396 -7.406 -0.01 0.00 0.02
C 1.460 0.396 -6.256 -0.05 -0.03 0.27
C 1.522 0.418 -4.809 0.06 0.02 -0.22
C 1.887 -0.719 -4.100 0.05 -0.03 -0.05
C 2.035 -0.615 -2.724 0.22 0.07 -0.08
N 1.829 0.527 -2.068 -0.13 0.08 -0.18
C 1.404 1.588 -2.747 0.18 -0.11 -0.03
C 1.253 1.592 -4.123 0.02 0.09 -0.06
H 2.073 -1.654 -4.611 0.00 -0.03 0.03
H 2.354 -1.470 -2.124 -0.11 0.10 -0.14
H 1.187 2.477 -2.162 -0.02 -0.05 -0.03
H 0.916 2.473 -4.651 -0.01 0.01 0.04
C -2.784 0.334 1.458 0.18 0.07 -0.10
S -1.123 0.858 1.910 -0.30 0.04 0.40
C -0.808 -0.512 3.025 0.09 -0.02 -0.07
O -1.303 2.076 2.781 0.08 -0.08 -0.14
H -3.401 0.350 2.355 0.01 -0.06 0.03
H -2.716 -0.665 1.026 -0.22 0.04 0.10
H -3.146 1.043 0.718 0.02 0.00 -0.01
H -0.924 -1.455 2.482 0.04 0.03 0.11
H -1.506 -0.421 3.860 0.01 -0.04 -0.04
H 0.224 -0.421 3.364 -0.05 0.00 0.00
C 1.519 2.789 4.748 -0.12 -0.08 -0.03
Ge 2.898 2.773 3.354 0.06 0.06 -0.04
C 4.311 1.513 3.862 0.07 -0.10 -0.05
C 3.728 4.559 3.248 -0.01 0.08 0.03
C 2.094 2.343 1.619 0.01 -0.20 -0.15
Se 2.198 0.422 1.167 0.22 0.75 0.52
C 3.990 0.592 0.442 -0.08 -0.22 0.03
H 1.715 2.008 5.486 -0.02 0.04 -0.01
H 0.543 2.601 4.292 0.03 0.03 0.06
H 1.488 3.754 5.260 0.02 -0.04 -0.01
H 4.409 1.454 4.949 -0.02 0.04 -0.06
H 5.277 1.801 3.439 -0.05 -0.01 0.03
H 4.042 0.525 3.478 0.05 0.02 0.06
H 4.172 4.840 4.209 -0.02 0.00 -0.07
H 2.986 5.313 2.974 0.06 -0.03 0.02
H 4.516 4.557 2.490 -0.04 0.02 0.04
H 2.559 2.906 0.804 -0.05 0.00 0.03
H 1.035 2.600 1.650 0.02 0.09 0.01
H 4.628 1.140 1.132 0.05 0.00 0.04
H 3.926 1.106 -0.515 0.02 0.00 -0.03
H 4.362 -0.423 0.312 0.02 0.04 -0.02